Below is a structure of composition C55H113N5O26, with properties calculated with the ωB97M-V functional and the def2-TZVPD basis.

## Properties
Total charge: 0
Strongest force on any atom: 16.053 eV/A
HOMO: -6.71 eV
Kohn-Sham gap: 5.455 eV

Each line ends with the Mulliken charge.
Geometry (Å):
1 C 3.351 -1.007 2.478  -1.1383
2 N 2.697 -0.803 3.863  1.4175
3 O 2.721 -1.810 4.609  -0.8577
4 O 2.101 0.278 3.996  -0.4321
5 H 2.810 -1.760 1.906  0.2453
6 H 4.410 -1.172 2.677  1.2243
7 H 3.334 -0.032 1.990  0.2076
8 C -1.877 0.446 -2.133  0.2595
9 N -1.928 1.124 -3.495  0.7532
10 O -1.813 0.332 -4.433  -0.4777
11 O -1.905 2.345 -3.512  -0.4271
12 H -1.997 1.124 -1.288  -0.3306
13 H -0.881 0.021 -2.006  -0.1001
14 H -2.603 -0.367 -2.119  0.1327
15 C 0.845 -3.058 4.086  -1.1212
16 N 0.197 -1.931 3.318  0.2129
17 O -0.907 -1.564 3.629  -0.5231
18 O 0.943 -1.293 2.534  0.0838
19 H 0.128 -3.878 4.127  0.3336
20 H 1.082 -2.696 5.087  0.5576
21 H 1.760 -3.289 3.540  0.3486
22 C 4.045 -1.641 -1.062  -1.1083
23 N 3.023 -2.277 -0.112  0.6099
24 O 1.946 -2.657 -0.548  -0.1267
25 O 3.411 -2.430 1.049  -0.4899
26 H 3.946 -2.064 -2.061  0.5125
27 H 5.011 -1.887 -0.620  0.8874
28 H 3.858 -0.568 -1.017  -0.1899
29 C 0.122 -3.706 -0.648  -0.7727
30 N 0.641 -3.795 0.771  0.5653
31 O 1.557 -4.585 1.088  -0.8744
32 O 0.126 -3.049 1.588  0.4498
33 H -0.955 -3.825 -0.765  0.3842
34 H 0.672 -4.465 -1.204  0.1743
35 H 0.404 -2.709 -0.987  0.0317
36 C 3.347 1.233 -0.967  -0.1395
37 O 2.372 0.250 -0.688  1.4677
38 C 1.864 0.295 0.650  -0.0574
39 C 0.647 -0.639 0.803  0.3563
40 O -0.499 -0.322 -0.010  0.5697
41 C -1.637 -1.086 0.151  0.0577
42 H 2.928 2.229 -0.821  0.3769
43 H 3.814 1.195 -1.951  0.9618
44 H 4.240 1.150 -0.348  -0.4461
45 H 1.506 1.312 0.813  -1.7286
46 H 2.614 0.103 1.417  -0.9874
47 H 0.317 -0.682 1.840  -1.1176
48 H 0.889 -1.641 0.449  0.2389
49 H -2.511 -0.745 -0.404  -0.9546
50 H -1.942 -1.116 1.198  -0.9269
51 H -1.407 -2.085 -0.218  0.4430
52 C 3.443 3.084 -1.894  -0.1622
53 O 3.733 4.121 -0.878  -0.0816
54 C 3.980 5.430 -1.355  -0.9498
55 C 2.809 6.336 -1.883  -0.8351
56 O 2.158 5.691 -2.924  -0.2745
57 C 0.780 5.867 -3.037  -1.2167
58 H 4.115 3.246 -2.737  0.2742
59 H 2.386 3.109 -2.158  -0.0550
60 H 3.558 2.039 -1.607  -2.1584
61 H 4.711 5.365 -2.160  0.3773
62 H 4.548 5.864 -0.532  0.4960
63 H 3.191 7.341 -2.065  0.5001
64 H 2.142 6.524 -1.041  0.3599
65 H 0.427 6.898 -3.002  0.5484
66 H 0.387 5.326 -2.176  0.2424
67 H 0.287 5.507 -3.940  0.4766
68 C 1.983 -1.513 -2.198  -0.0871
69 O 1.525 -1.399 -3.595  -0.6916
70 C 0.095 -1.229 -3.822  1.0478
71 C -0.349 -1.012 -5.313  -0.9433
72 O -0.089 -2.157 -6.103  -0.5178
73 C -1.098 -3.204 -6.169  -0.3614
74 H 1.843 -0.584 -1.644  0.8937
75 H 3.022 -1.831 -2.121  -0.8918
76 H 1.423 -2.306 -1.703  -0.0391
77 H -0.346 -0.432 -3.224  0.7298
78 H -0.312 -2.152 -3.411  0.6770
79 H 0.245 -0.191 -5.714  -0.0444
80 H -1.382 -0.664 -5.302  0.6880
81 H -1.984 -2.843 -6.690  0.3135
82 H -1.359 -3.623 -5.197  -0.1135
83 H -0.682 -4.004 -6.781  0.3584
84 C -6.696 -1.908 -0.178  -0.8108
85 O -5.630 -0.927 -0.238  -0.4100
86 C -5.823 0.214 0.615  -1.5172
87 C -4.508 0.810 1.049  0.6012
88 O -3.959 0.230 2.214  -0.4720
89 C -3.573 -1.122 2.092  0.0398
90 H -7.537 -1.672 -0.831  0.4394
91 H -6.969 -2.129 0.854  -0.0146
92 H -6.335 -2.798 -0.694  0.2831
93 H -6.345 -0.059 1.532  0.4064
94 H -6.620 0.840 0.214  0.4321
95 H -4.776 1.825 1.340  0.6666
96 H -3.862 0.834 0.171  -0.4446
97 H -4.347 -1.839 1.815  0.2009
98 H -3.130 -1.387 3.052  0.2411
99 H -2.825 -1.210 1.304  -0.4107
100 C -6.918 -3.471 2.753  -1.0319
101 O -5.615 -3.619 2.212  -0.1087
102 C -4.726 -4.157 3.135  -1.0708
103 C -3.271 -4.405 2.652  -0.7260
104 O -2.702 -3.136 2.385  0.3993
105 C -1.307 -3.084 2.209  -0.6724
106 H -7.601 -3.157 1.964  0.3622
107 H -6.975 -2.677 3.498  0.3828
108 H -7.293 -4.429 3.114  0.4032
109 H -5.059 -5.166 3.377  0.5764
110 H -4.764 -3.572 4.053  0.4862
111 H -3.220 -4.939 1.704  0.2535
112 H -2.687 -4.974 3.376  0.3208
113 H -0.817 -3.536 3.072  0.2243
114 H -0.866 -2.090 2.147  2.0190
115 H -1.247 -3.588 1.245  1.0522
116 C 1.323 4.113 -4.929  -1.2712
117 O 0.046 3.513 -5.040  -0.4805
118 C -0.016 2.133 -4.600  -1.5201
119 C 0.339 1.900 -3.101  0.6466
120 O 1.732 1.975 -2.868  1.0689
121 C 2.528 0.952 -3.404  -1.4272
122 H 1.962 3.708 -5.714  0.3502
123 H 1.816 4.011 -3.963  0.5737
124 H 1.286 5.153 -5.252  0.4288
125 H 0.603 1.530 -5.263  0.7703
126 H -1.087 1.976 -4.729  0.5735
127 H -0.055 0.928 -2.806  -0.9814
128 H -0.137 2.740 -2.595  -0.0322
129 H 2.488 0.037 -2.812  0.4887
130 H 3.578 1.246 -3.408  0.8251
131 H 2.273 0.708 -4.435  0.4167
132 C -3.537 -2.801 0.027  -1.3923
133 O -2.378 -2.502 -0.737  0.9501
134 C -2.462 -2.835 -2.100  0.1169
135 C -2.436 -4.389 -2.280  -1.6425
136 O -1.439 -5.105 -1.540  -0.0600
137 C -1.390 -6.496 -1.637  -1.1224
138 H -4.397 -2.203 -0.275  0.3472
139 H -3.247 -2.548 1.047  -2.2109
140 H -3.715 -3.876 0.018  1.3017
141 H -1.616 -2.367 -2.604  -0.9853
142 H -3.356 -2.463 -2.601  0.6020
143 H -2.386 -4.723 -3.317  0.7854
144 H -3.430 -4.683 -1.945  0.5839
145 H -1.042 -6.777 -2.631  0.3418
146 H -2.348 -6.979 -1.446  0.3076
147 H -0.818 -7.073 -0.910  0.3202
148 C -2.375 4.050 6.342  -0.8888
149 O -2.081 3.687 5.038  -0.2700
150 C -3.036 2.758 4.549  -1.5019
151 C -2.466 1.998 3.320  0.9580
152 O -1.371 1.136 3.744  -0.6958
153 C -0.703 0.618 2.557  0.7772
154 H -1.482 4.645 6.532  0.2754
155 H -2.306 3.156 6.962  0.3660
156 H -3.200 4.704 6.624  0.2773
157 H -3.911 3.376 4.347  0.4005
158 H -3.410 2.003 5.240  0.4768
159 H -2.124 2.683 2.544  0.0142
160 H -3.302 1.446 2.889  0.2470
161 H -1.373 -0.062 2.031  0.1216
162 H 0.155 -0.018 2.777  0.5545
163 H -0.255 1.415 1.964  -0.1811
164 C 7.624 -0.766 1.626  -0.8455
165 C 6.375 -1.353 1.295  -0.8071
166 C 5.261 -0.519 1.298  0.6569
167 C 5.379 0.887 1.484  1.1060
168 C 6.645 1.371 1.818  -0.6205
169 C 7.773 0.615 1.837  -1.0598
170 H 8.442 -1.463 1.739  0.4060
171 H 6.314 -2.421 1.144  0.3883
172 H 4.339 -1.016 1.036  -0.6619
173 H 4.481 1.477 1.376  -0.6854
174 H 6.621 2.432 2.014  0.5134
175 H 8.763 1.034 1.937  0.4459
176 C -0.868 4.101 -1.399  0.1051
177 C 0.153 3.170 -1.269  -0.2044
178 C 0.107 2.219 -0.307  1.4899
179 C -1.031 2.115 0.512  0.4502
180 C -2.112 3.016 0.383  -0.5143
181 C -2.014 4.070 -0.548  -2.6105
182 H -0.748 4.863 -2.155  0.4204
183 H 1.048 3.270 -1.865  0.2977
184 H 0.977 1.584 -0.226  0.0030
185 H -1.073 1.388 1.310  -0.2869
186 H -2.819 2.940 1.196  1.0342
187 H -2.753 4.857 -0.580  0.4536
188 C 3.455 3.318 1.074  -0.0082
189 C 4.197 2.953 2.154  -1.2634
190 C 3.588 2.390 3.245  -1.0621
191 C 2.172 2.088 3.228  -0.5727
192 C 1.416 2.511 2.113  0.2180
193 C 2.065 3.064 1.031  0.7098
194 H 3.826 3.859 0.216  -0.2208
195 H 5.266 3.105 2.117  1.4716
196 H 4.222 2.059 4.054  0.3898
197 H 1.688 1.497 3.991  0.8142
198 H 0.362 2.279 2.146  0.9259
199 H 1.409 3.502 0.292  0.3235